(1)
Density functional theory data (ωB97M-V/def2-TZVPD) for 2 unconnected molecules or ions with the total composition C5H14.

As for the total charge: +1. The value obtained for the largest force on an atom is 2.92 eV/Å. For the electronic energy, the calculation gives -5400.270 eV. The LUMO energy (alpha / beta) is -3.29 / -10.77 eV. The value obtained for the gap between HOMO and LUMO (alpha / beta) is 11.364 / 3.883 eV. For the HOMO energy (alpha / beta), the calculation gives -14.658 / -14.649 eV. Its spin multiplicity is 2.

Geometry as XYZ:
```
19
C5H14 ωB97M-V/def2-TZVPD
C -0.60 -1.25 -2.56
C -1.78 -1.57 -1.61
H -0.87 -1.36 -3.61
H -0.15 -0.29 -2.34
H 0.10 -2.06 -2.35
H -1.80 -2.60 -1.29
H -1.64 -1.03 -0.66
H -2.67 -1.12 -2.06
C 1.16 0.54 1.61
C 1.22 1.27 0.20
C 0.07 1.02 2.48
H 1.07 -0.54 1.66
H 2.14 0.94 1.95
H 2.05 1.98 0.13
H -0.12 2.10 2.37
H 0.39 1.95 -0.02
H 1.32 0.48 -0.56
H -0.76 0.32 2.54
H 0.44 1.12 3.54
```

=====

(2)
Density functional theory data (ωB97M-V/def2-TZVPD) for 2 unconnected molecules or ions with the total composition C5H14.

As for the total charge: +1. The value obtained for the largest force on an atom is 6.68 eV/Å. For the electronic energy, the calculation gives -5399.177 eV. The LUMO energy (alpha / beta) is -3.30 / -10.20 eV. The value obtained for the gap between HOMO and LUMO (alpha / beta) is 11.352 / 4.430 eV. For the HOMO energy (alpha / beta), the calculation gives -14.650 / -14.631 eV. Its spin multiplicity is 2.

Geometry as XYZ:
```
19
C5H14 ωB97M-V/def2-TZVPD
C -0.66 -0.02 -1.42
C -1.62 -0.40 -2.53
C -0.13 1.39 -1.65
H -0.02 -0.72 -0.93
H -1.03 -0.10 -0.37
H -1.29 -1.24 -3.12
H -2.68 -0.87 -2.23
H 0.76 1.51 -1.17
H -1.61 0.32 -3.28
H -1.01 1.90 -1.19
H 0.00 1.60 -2.73
C 0.75 -0.95 2.29
C 1.68 0.14 2.85
H -0.29 -0.85 2.16
H 1.04 -1.26 1.26
H 0.70 -1.84 2.79
H 1.29 0.29 3.86
H 2.63 -0.12 3.07
H 1.47 1.22 2.35
```

=====

(3)
Density functional theory data (ωB97M-V/def2-TZVPD) for a molecular structure, C5H14AsGeKS4Se.

As for the total charge: -2. The value obtained for the largest force on an atom is 2.79 eV/Å. For the electronic energy, the calculation gives -247780.945 eV. The LUMO energy is 3.51 eV. The value obtained for the gap between HOMO and LUMO is 3.906 eV. For the HOMO energy, the calculation gives -0.398 eV. Its spin multiplicity is 1.

Geometry as XYZ:
```
27
C5H14AsGeKS4Se ωB97M-V/def2-TZVPD
K 0.22 2.08 -5.35
S 1.05 -0.90 -5.19
As -0.07 -0.20 -3.49
S -2.02 0.64 -3.94
S 1.00 1.48 -2.40
S -0.29 -1.99 -2.27
C -1.59 0.09 3.00
Ge -0.53 0.22 1.41
C 0.75 1.45 1.93
C -1.81 0.61 -0.01
C 0.22 -1.58 1.09
Se 2.19 -1.85 1.09
C 2.45 -0.89 -0.59
H -2.28 1.01 3.05
H -1.03 0.11 3.91
H -2.25 -0.84 2.92
H 0.32 2.31 2.53
H 1.32 1.69 1.03
H 1.43 0.92 2.55
H -2.75 0.36 0.48
H -1.65 -0.18 -0.78
H -1.73 1.59 -0.41
H -0.22 -1.99 0.10
H -0.16 -2.07 1.99
H 2.57 -1.61 -1.41
H 3.28 -0.22 -0.46
H 1.60 -0.23 -0.77
```

=====

(4)
Density functional theory data (ωB97M-V/def2-TZVPD) for a molecular structure, C5H14BBeCl10.

As for the total charge: +1. The value obtained for the largest force on an atom is 5.91 eV/Å. For the electronic energy, the calculation gives -131694.248 eV. The LUMO energy is -5.28 eV. The value obtained for the gap between HOMO and LUMO is 7.144 eV. For the HOMO energy, the calculation gives -12.423 eV. Its spin multiplicity is 1.

Geometry as XYZ:
```
31
C5H14BBeCl10 ωB97M-V/def2-TZVPD
Be -0.56 -1.82 -1.29
B 0.04 -0.30 -0.25
H 0.06 -1.23 0.30
H -1.00 -0.18 -0.51
H 0.42 0.54 0.31
H 0.62 -0.39 -1.16
C -0.89 0.96 2.04
Cl -2.33 0.72 3.08
Cl -0.48 2.66 1.67
H -0.04 0.53 2.57
H -0.93 0.51 1.05
C -2.69 -1.23 0.47
Cl -1.24 -2.07 1.10
Cl -2.67 -1.83 -1.19
H -3.46 -1.72 1.06
H -2.55 -0.15 0.52
C -1.60 1.78 -1.48
Cl -2.78 1.35 -0.26
Cl -1.32 0.38 -2.55
H -1.97 2.60 -2.09
H -0.59 2.02 -1.13
C 1.98 1.67 0.57
Cl 3.76 1.71 0.41
Cl 1.23 3.03 -0.13
H 1.67 0.81 -0.02
H 1.61 1.61 1.59
C 3.30 -2.34 -0.85
Cl 1.56 -1.87 -0.81
Cl 3.47 -3.57 -2.11
H 3.97 -1.51 -1.09
H 3.42 -2.67 0.18
```

=====

(5)
Density functional theory data (ωB97M-V/def2-TZVPD) for a molecular structure, C5H14ClErO3SSc.

As for the total charge: -1. The value obtained for the largest force on an atom is 3.34 eV/Å. For the electronic energy, the calculation gives -83234.591 eV. The LUMO energy (alpha / beta) is 2.57 / 2.58 eV. The value obtained for the gap between HOMO and LUMO (alpha / beta) is 6.092 / 6.087 eV. For the HOMO energy (alpha / beta), the calculation gives -3.517 / -3.512 eV. Its spin multiplicity is 4.

Geometry as XYZ:
```
26
C5H14ClErO3SSc ωB97M-V/def2-TZVPD
Er -2.16 0.72 -0.86
Cl -1.64 -1.53 0.36
C -2.62 1.46 -3.10
C -4.26 -0.15 -1.06
H -3.68 1.82 -3.14
H -1.97 2.30 -3.38
H -2.49 0.72 -3.92
H -5.01 0.50 -1.54
H -4.68 -0.46 -0.10
H -4.29 -1.11 -1.62
Sc 0.66 -0.65 0.47
C 1.96 0.26 -1.14
C -0.34 1.23 0.89
H 1.56 1.11 -1.72
H 2.66 0.71 -0.42
H 2.47 -0.39 -1.87
H -0.41 1.21 2.02
H 0.26 2.18 0.67
C 3.74 -0.69 2.62
S 2.35 -1.81 2.34
O 2.43 -2.96 3.18
O 1.10 -0.96 2.55
O 2.33 -2.00 0.83
H 4.02 -0.77 3.68
H 3.50 0.34 2.30
H 4.51 -1.09 1.94
```

=====

(6)
Density functional theory data (ωB97M-V/def2-TZVPD) for a molecular structure, C5H14ClEuIO2P.

As for the total charge: +2. The value obtained for the largest force on an atom is 2.65 eV/Å. For the electronic energy, the calculation gives -58732.372 eV. The LUMO energy (alpha / beta) is -10.92 / -7.93 eV. The value obtained for the gap between HOMO and LUMO (alpha / beta) is 6.145 / 9.132 eV. For the HOMO energy (alpha / beta), the calculation gives -17.062 / -17.058 eV. Its spin multiplicity is 7.

Geometry as XYZ:
```
25
C5H14ClEuIO2P ωB97M-V/def2-TZVPD
C 0.81 4.78 -1.01
I 0.79 2.93 0.19
H 1.38 4.57 -1.92
H 1.27 5.57 -0.43
H -0.23 5.03 -1.25
Eu 1.78 -0.25 0.31
P -0.85 -1.40 -0.05
C -2.44 -0.99 0.73
C -1.08 -0.78 -1.77
H -0.07 -3.54 -0.85
H -1.84 -3.57 -0.86
H -0.94 -3.71 0.66
C -0.96 -3.21 -0.31
H -0.20 -1.03 -2.37
H -1.96 -1.17 -2.30
H -3.35 -1.35 0.22
H -2.55 0.10 0.84
H -1.16 0.31 -1.79
H -2.47 -1.41 1.75
C -0.12 0.36 2.74
O -0.48 0.92 3.66
Cl 2.68 -1.96 -1.35
O 3.61 0.04 1.87
H 4.12 -0.77 2.07
H 4.26 0.51 1.23
```

=====

(7)
Density functional theory data (ωB97M-V/def2-TZVPD) for a molecular structure, C5H14ClIrMn.

As for the total charge: -2. The value obtained for the largest force on an atom is 3.22 eV/Å. For the electronic energy, the calculation gives -52084.113 eV. The LUMO energy (alpha / beta) is 5.77 / 5.61 eV. The value obtained for the gap between HOMO and LUMO (alpha / beta) is 2.829 / 6.887 eV. For the HOMO energy (alpha / beta), the calculation gives 2.940 / -1.277 eV. Its spin multiplicity is 10.

Geometry as XYZ:
```
22
C5H14ClIrMn ωB97M-V/def2-TZVPD
Ir -0.65 -1.98 -1.13
Cl -2.84 -1.89 -1.84
C 0.17 -3.51 -0.16
C -0.06 -2.48 -2.98
H 0.60 -4.17 -0.94
H 0.97 -3.26 0.57
H -0.65 -4.04 0.35
H 0.65 -3.32 -2.91
H 0.42 -1.61 -3.45
H -0.97 -2.77 -3.52
Mn -0.02 -0.02 0.39
C 0.14 1.59 -0.69
C 1.21 -1.04 -0.82
H 0.91 1.45 -1.46
H -0.88 1.73 -1.11
H 0.38 2.38 0.04
H 1.56 -0.57 -1.75
H 1.98 -1.71 -0.38
C -1.41 0.73 1.54
H -0.91 1.55 2.08
H -1.79 -0.06 2.22
H -2.19 1.08 0.85
```

=====

(8)
Density functional theory data (ωB97M-V/def2-TZVPD) for a molecular structure, C5H14ClRhTi.

The value obtained for the largest force on an atom is 2.54 eV/Å. For the electronic energy, the calculation gives -44050.981 eV. The LUMO energy (alpha / beta) is 0.25 / -2.14 eV. The value obtained for the gap between HOMO and LUMO (alpha / beta) is 6.913 / 6.845 eV. For the HOMO energy (alpha / beta), the calculation gives -6.662 / -8.981 eV. Its spin multiplicity is 5.

Geometry as XYZ:
```
22
C5H14ClRhTi ωB97M-V/def2-TZVPD
Rh 0.31 -0.58 -0.96
Cl 1.87 1.21 0.11
C -1.07 -0.35 -2.47
C 1.87 -0.78 -2.32
H -0.83 -1.09 -3.26
H -2.10 -0.46 -2.08
H -0.90 0.68 -2.83
H 1.43 -1.26 -3.21
H 2.62 -1.43 -1.83
H 2.31 0.21 -2.53
Ti 0.13 0.43 1.26
C -1.66 1.34 0.90
C -0.11 -1.50 0.76
H -2.26 0.95 0.07
H -2.16 1.17 1.87
H -1.46 2.42 0.74
H 0.59 -2.35 0.79
H -1.17 -1.82 0.82
C 0.59 0.76 3.28
H -0.25 1.26 3.78
H 1.49 1.42 3.33
H 0.79 -0.19 3.80
```

=====

(9)
Density functional theory data (ωB97M-V/def2-TZVPD) for a molecular structure, C5H14F30NOP5V.

As for the total charge: -3. The value obtained for the largest force on an atom is 4.49 eV/Å. For the electronic energy, the calculation gives -162634.796 eV. The LUMO energy (alpha / beta) is 6.15 / 6.38 eV. The value obtained for the gap between HOMO and LUMO (alpha / beta) is 3.237 / 11.009 eV. For the HOMO energy (alpha / beta), the calculation gives 2.909 / -4.631 eV. Its spin multiplicity is 5.

Geometry as XYZ:
```
57
C5H14F30NOP5V ωB97M-V/def2-TZVPD
V -0.12 -1.11 -1.49
C 1.18 3.52 3.16
N 0.07 2.52 2.92
C 0.27 1.44 4.02
C -1.31 3.27 3.14
C 0.19 1.88 1.54
C -1.03 0.94 1.21
O -0.88 0.72 -0.18
H 1.54 3.83 2.18
H 2.06 3.12 3.67
H 0.92 4.39 3.75
H 1.05 0.73 3.78
H -0.64 0.87 4.18
H 0.46 1.81 5.03
H -1.40 4.07 2.40
H -1.19 3.66 4.15
H -2.11 2.54 3.26
H 1.14 1.34 1.45
H 0.18 2.69 0.82
H -1.92 1.56 1.35
H -1.04 -0.08 1.59
H -1.50 1.33 -0.59
P 1.65 2.27 -2.54
F 1.68 3.19 -1.17
F 3.21 1.96 -2.47
F 1.36 0.85 -1.75
F 1.56 1.46 -4.01
F 0.08 2.43 -2.67
F 1.90 3.57 -3.53
P -2.45 -3.23 0.45
F -3.25 -2.76 -0.82
F -3.25 -2.09 1.27
F -3.49 -4.43 0.82
F -1.53 -3.78 1.67
F -1.67 -4.23 -0.54
F -1.38 -2.10 -0.09
P -2.43 -0.69 -3.43
F -3.89 -1.20 -3.18
F -2.54 -0.20 -1.89
F -1.61 -1.97 -2.80
F -0.94 -0.10 -3.44
F -2.45 -1.49 -4.82
F -2.96 0.66 -4.15
P 2.01 -2.84 -3.28
F 1.05 -1.96 -4.22
F 0.73 -2.90 -2.32
F 1.60 -4.20 -4.07
F 2.76 -3.76 -2.17
F 3.39 -2.53 -4.10
F 2.17 -1.51 -2.46
P 1.89 -1.93 1.51
F 2.65 -0.61 2.20
F 1.19 -1.06 0.28
F 3.10 -2.14 0.51
F 1.17 -3.21 0.84
F 2.29 -2.87 2.83
F 0.48 -1.60 2.26
```

=====

(10)
Density functional theory data (ωB97M-V/def2-TZVPD) for 3 unconnected molecules or ions with the total composition C5H14N.

As for the total charge: +1. The value obtained for the largest force on an atom is 3.14 eV/Å. For the electronic energy, the calculation gives -6888.536 eV. The LUMO energy is -6.28 eV. The value obtained for the gap between HOMO and LUMO is 8.489 eV. For the HOMO energy, the calculation gives -14.771 eV. Its spin multiplicity is 1.

Geometry as XYZ:
```
20
C5H14N ωB97M-V/def2-TZVPD
C 0.25 0.43 -0.29
C 0.63 -0.01 1.04
C -0.23 0.63 2.15
C -0.08 -1.11 0.28
C 0.84 -2.33 0.22
N 0.62 1.73 -0.59
H -0.89 -0.51 -2.43
H -2.37 2.80 -2.72
H 1.72 -0.08 1.13
H -0.58 -0.07 2.91
H 0.34 1.39 2.71
H -1.08 1.07 1.62
H -1.15 -1.30 0.34
H -0.84 -1.18 -2.75
H 1.14 -2.35 1.27
H 0.53 -3.35 0.06
H 1.75 -2.08 -0.32
H -1.96 2.25 -2.44
H 1.50 1.87 -1.09
H -0.14 2.19 -1.10
```

=====

(11)
Density functional theory data (ωB97M-V/def2-TZVPD) for 2 unconnected molecules or ions with the total composition C5H14N.

As for the total charge: +1. The value obtained for the largest force on an atom is 1.90 eV/Å. For the electronic energy, the calculation gives -6889.707 eV. The LUMO energy is -8.94 eV. The value obtained for the gap between HOMO and LUMO is 6.602 eV. For the HOMO energy, the calculation gives -15.545 eV. Its spin multiplicity is 1.

Geometry as XYZ:
```
20
C5H14N ωB97M-V/def2-TZVPD
C -1.41 1.27 0.85
C -0.21 0.40 0.26
C 1.17 1.05 0.62
C 2.30 0.53 -0.27
C 2.54 -1.00 -0.06
N -0.31 0.03 -1.02
H -1.52 2.06 0.11
H -2.37 0.76 0.77
H -1.25 1.65 1.85
H -0.27 -0.54 0.97
H 1.34 0.92 1.69
H 1.03 2.08 0.32
H 3.25 1.06 -0.25
H 2.00 0.59 -1.32
H 3.18 -1.21 0.80
H 3.24 -1.33 -0.86
H 1.61 -1.59 -0.09
H -6.53 -3.11 -1.87
H -1.33 -0.08 -1.21
H -6.45 -3.54 -1.28
```

=====

(12)
Density functional theory data (ωB97M-V/def2-TZVPD) for a gas-phase ion, C5H14N2 (charge -1).

As for the total charge: -1. The value obtained for the largest force on an atom is 3.12 eV/Å. For the electronic energy, the calculation gives -8389.657 eV. The LUMO energy (alpha / beta) is 4.15 / 4.16 eV. The value obtained for the gap between HOMO and LUMO (alpha / beta) is 2.808 / 9.500 eV. For the HOMO energy (alpha / beta), the calculation gives 1.340 / -5.335 eV. Its spin multiplicity is 2.

Geometry as XYZ:
```
21
C5H14N2 ωB97M-V/def2-TZVPD
C 0.74 -2.22 0.91
C 1.85 -1.25 0.49
C 1.46 0.27 0.75
C -0.04 0.65 0.78
N -0.44 1.21 -0.50
C -1.86 1.10 -0.73
N -2.30 1.86 -1.94
H 0.29 -2.04 1.88
H 0.08 -2.37 0.02
H 1.13 -3.24 0.76
H 2.65 -1.43 1.21
H 2.08 -1.29 -0.58
H 1.79 0.77 -0.16
H 2.04 0.71 1.56
H -0.64 -0.24 0.99
H -0.21 1.42 1.55
H 0.07 0.82 -1.28
H -2.31 1.62 0.13
H -2.22 0.08 -0.88
H -2.54 1.11 -2.58
H -1.61 2.46 -2.37
```